Density functional theory data (ωB97M-V with the def2-TZVPD basis set) for a 2-piece molecular cluster, C6H13NO overall at a distorted geometry.

```
! RIJCOSX wB97M-V def2-TZVPD def2/J DEFGRID3
* xyz 0 1
C -2.63858 0.86693 -0.14069
C -1.75269 -0.45671 1.42285
C -2.10798 0.16172 -1.33736
O -2.72921 0.36662 1.06898
H -3.15243 1.81244 -0.24573
H -1.90690 -1.07839 2.28726
H -0.78690 -0.49758 0.95294
H -2.35161 -0.90409 -1.29003
H -2.54097 0.59344 -2.24150
H -1.01765 0.23226 -1.40967
C 1.52187 -1.34405 -0.76333
C 2.44916 0.67412 1.09781
C 1.66626 0.91845 -0.16130
N 1.28965 0.06247 -1.00859
H 1.37924 1.94717 -0.36810
H 1.21568 -1.90306 -1.64715
H 2.57404 -1.55931 -0.55174
H 0.92856 -1.69531 0.08802
H 1.95582 -0.07665 1.71824
H 2.56118 1.58979 1.67408
H 3.44344 0.28974 0.85500
*
```

- F_max (eV/Å) = 2.34
- E (eV) = -9965.8680
- energy relative to the best compared isomer or geometry (same formula, charge and spin) (kcal per mole) = 122.4
- highest occupied orbital energy (spin up / spin down) (eV) = -7.25 / -6.90
- orbital gap (spin up / spin down) (Eh) = 0.2998 / 0.2845

Here are the natural (NBO) charges for atoms 1 to 6, given in e: 0.120 -0.174 -0.718 -0.395 0.159 0.162

Density functional theory data (ωB97M-V with the def2-TZVPD basis set) for a 2-piece molecular cluster, C6H13NO overall.

```
! RIJCOSX wB97M-V def2-TZVPD def2/J DEFGRID3
* xyz 0 1
C -2.65601 0.71108 0.19205
C -1.97342 -0.41653 0.06011
C -0.58204 -0.63929 0.48330
N -0.14527 -1.94454 0.26509
C 0.19559 0.33206 0.99889
C 1.68339 0.19911 1.15201
C 2.38934 0.00251 -0.18899
H -3.70907 0.72871 -0.04174
H -2.26202 1.58916 0.68879
H -2.51933 -1.21248 -0.43704
H 0.83742 -2.11993 0.39833
H -0.53804 -2.43027 -0.52471
H -0.31292 1.13765 1.50700
H 1.97458 -0.57170 1.87744
H 2.09581 1.10694 1.58846
H 3.47216 -0.11221 -0.13302
H 2.15882 0.81268 -0.88279
H 2.06585 -0.90448 -0.69570
O -0.48189 1.52969 -2.25401
H -0.27167 0.80672 -1.64230
H -1.42128 1.39511 -2.41116
*
```

- F_max (eV/Å) = 0.82
- E (eV) = -9969.2476
- energy relative to the best compared isomer or geometry (same formula, charge and spin) (kcal per mole) = 44.4
- SMILES = C=C/C(N)=C/CC.O
- highest occupied orbital energy (eV) = -8.03
- orbital gap (Eh) = 0.3255

Here are the natural (NBO) charges for atoms 1 to 6, given in e: -0.359 -0.236 0.124 -0.805 -0.277 -0.447

Density functional theory data (ωB97M-V with the def2-TZVPD basis set) for a 2-piece molecular cluster, C6H13NO overall at a distorted geometry.

```
! RIJCOSX wB97M-V def2-TZVPD def2/J DEFGRID3
* xyz 1 2
C -0.38998 2.40287 1.94105
N -1.51367 -0.34285 1.79922
C -0.49734 -0.00168 0.94000
C 0.00114 1.28823 1.01246
C 1.74197 -2.07849 -1.41182
C 1.03931 -1.00710 -0.64456
C -0.12306 -1.05479 0.02053
H -0.83957 1.91739 2.81742
H -1.18804 2.85080 1.33651
H 0.45680 2.93730 2.34818
H -1.75566 -1.31087 1.96351
H -2.12845 0.42829 2.02583
H 0.88793 1.51623 0.42743
H 2.79075 -1.89002 -1.57377
H 1.22048 -2.17603 -2.37415
H 1.47860 -3.08025 -1.04877
H 1.77112 -0.23294 -0.41540
H -0.69281 -1.97197 0.08271
H -0.03266 0.45874 -2.04012
H -0.86008 0.15822 -3.25464
O -0.07127 0.60702 -2.96900
*
```

- F_max (eV/Å) = 3.10
- E (eV) = -9961.4079
- energy relative to the best compared isomer or geometry (same formula, charge and spin) (kcal per mole) = 21.9
- highest occupied orbital energy (spin up / spin down) (eV) = -13.79 / -14.32
- orbital gap (spin up / spin down) (Eh) = 0.3467 / 0.2757

Here are the natural (NBO) charges for atoms 1 to 6, given in e: -0.686 -0.683 0.236 0.034 -0.690 0.020

Density functional theory data (ωB97M-V with the def2-TZVPD basis set) for C6H13NO2 as an isolated structure at a distorted geometry.

```
! RIJCOSX wB97M-V def2-TZVPD def2/J DEFGRID3
* xyz 0 1
C 0.02780 -0.68454 2.14670
C -1.05109 0.38772 1.97745
C 1.23667 -1.91981 1.18250
N 1.40816 -2.14340 0.01873
H 0.90956 -1.49469 -0.97143
H 1.64438 -2.35200 2.09021
H -0.48545 -1.57975 2.51839
H 0.70209 -0.41040 2.96405
H -1.78408 0.35118 2.78849
H -0.62024 1.39035 1.98723
H -1.57520 0.27586 1.02477
C -1.30567 0.88124 -2.98745
C 1.13989 0.92705 -0.23431
C 0.37288 0.47047 -1.38006
O -0.47601 1.34000 -1.90531
O 0.37589 -0.71185 -1.81270
H -0.68968 0.57229 -3.83186
H -1.92035 0.04076 -2.66430
H -1.92886 1.72976 -3.25422
H 2.18819 0.66076 -0.35378
H 0.86215 0.29047 0.72696
H 0.96896 1.97853 -0.03009
*
```

- F_max (eV/Å) = 3.08
- E (eV) = -12014.2453
- energy relative to the best compared isomer or geometry (same formula, charge and spin) (kcal per mole) = 103.3
- highest occupied orbital energy (eV) = -7.38
- orbital gap (Eh) = 0.2967

Here are the natural (NBO) charges for atoms 1 to 6, given in e: -0.637 -0.628 0.193 -0.671 0.447 0.155

Density functional theory data (ωB97M-V with the def2-TZVPD basis set) for a 2-piece molecular cluster, C6H13NO2 overall at a distorted geometry.

```
! RIJCOSX wB97M-V def2-TZVPD def2/J DEFGRID3
* xyz 0 1
C -2.58583 1.53733 0.65432
N -2.04015 0.21655 1.11577
C -1.73162 -0.60227 0.22231
O -1.70200 -0.38917 -1.11906
O -1.20727 -1.80664 0.53289
H -2.11227 1.96975 -0.20696
H -2.45457 2.09355 1.60781
H -3.64997 1.58267 0.47324
H -1.02817 -1.08738 -1.37383
H -1.16033 -1.97538 1.50539
C 1.25659 0.51426 -1.63139
C 1.55365 -0.01762 -0.45577
C 1.15749 0.57332 0.88036
C 2.42434 -1.22995 -0.38494
H 0.43617 1.11745 -1.76537
H 1.72288 0.17605 -2.55136
H 0.35824 -0.09080 1.47183
H 2.10622 0.73376 1.52038
H 0.63730 1.43191 0.74361
H 3.10235 -1.44700 -1.34883
H 3.11448 -1.15934 0.49493
H 1.80246 -2.14107 -0.38534
*
```

- F_max (eV/Å) = 4.29
- E (eV) = -12016.0752
- energy relative to the best compared isomer or geometry (same formula, charge and spin) (kcal per mole) = 61.1
- SMILES = CN=C(O)O.C=C(C)C
- highest occupied orbital energy (eV) = -9.15
- orbital gap (Eh) = 0.3605

Here are the natural (NBO) charges for atoms 1 to 6, given in e: -0.449 -0.562 0.792 -0.679 -0.715 0.195

Density functional theory data (ωB97M-V with the def2-TZVPD basis set) for a 2-piece molecular cluster, C6H13NO2 overall at a distorted geometry.

```
! RIJCOSX wB97M-V def2-TZVPD def2/J DEFGRID3
* xyz 0 1
C -1.41179 1.02784 1.91276
C -1.08936 1.39839 0.47701
C -0.69565 0.18456 -0.57161
C -1.76009 -0.87901 -0.53898
O -0.14146 0.64069 -1.56281
H -2.22607 0.30774 1.96666
H -0.51868 0.68205 2.42826
H -1.78051 1.91784 2.42512
H -1.98280 1.79571 -0.01011
H -0.31258 2.15841 0.41472
H -2.75803 -0.45053 -0.58912
H -1.68230 -1.43045 0.39702
H -1.60633 -1.57015 -1.36654
C 2.58347 0.24506 -0.02716
N 2.05262 -1.06786 0.20580
C 1.40001 -1.73913 -0.68363
O 1.18315 -1.53375 -2.00374
H 2.07199 0.81551 -0.81155
H 2.61505 0.72370 0.95366
H 3.62665 0.15692 -0.33992
H 1.34129 -2.80962 -0.49678
H 1.09139 -0.57394 -2.17905
*
```

- F_max (eV/Å) = 5.95
- E (eV) = -12016.2145
- energy relative to the best compared isomer or geometry (same formula, charge and spin) (kcal per mole) = 57.9
- SMILES = CCC(C)=O.C/N=C\O
- highest occupied orbital energy (eV) = -9.56
- orbital gap (Eh) = 0.3634

Here are the natural (NBO) charges for atoms 1 to 6, given in e: -0.621 -0.480 0.644 -0.744 -0.595 0.203

Density functional theory data (ωB97M-V with the def2-TZVPD basis set) for C6H13NO3 as an isolated structure at a distorted geometry.

```
! RIJCOSX wB97M-V def2-TZVPD def2/J DEFGRID3
* xyz 0 1
C 0.52343 0.11843 -1.18993
C 1.93790 0.60668 -0.93668
C 0.95781 0.21087 2.09078
C 0.34509 -0.80444 1.17102
O 0.46397 -1.18185 -1.71568
O 0.82108 -1.89517 0.88027
H 0.84644 -1.78070 -1.04566
H 0.10470 0.76561 -1.96116
H 1.94063 1.58490 -0.45170
H 2.51141 -0.09243 -0.32468
H 2.47900 0.66893 -1.88684
H 0.78422 -0.11370 3.12299
H 2.02564 0.27192 1.89550
H 0.50786 1.19729 1.98795
C -2.21386 0.19884 -1.19747
C -1.17431 0.62656 -0.18999
N -1.13587 -0.65097 1.08373
O -1.11853 1.74910 0.28592
H -1.61087 -0.28955 1.91176
H -1.54926 -1.52342 0.76144
H -1.92836 -0.71813 -1.71216
H -3.15782 0.04650 -0.66407
H -2.36029 1.00475 -1.91535
*
```

- F_max (eV/Å) = 3.21
- E (eV) = -14062.8392
- energy relative to the best compared isomer or geometry (same formula, charge and spin) (kcal per mole) = 87.4
- highest occupied orbital energy (eV) = -7.52
- orbital gap (Eh) = 0.2914

Here are the natural (NBO) charges for atoms 1 to 6, given in e: -0.017 -0.664 -0.745 0.751 -0.744 -0.603

Density functional theory data (ωB97M-V with the def2-TZVPD basis set) for a 2-piece molecular cluster, C6H13NO3 overall at a distorted geometry.

```
! RIJCOSX wB97M-V def2-TZVPD def2/J DEFGRID3
* xyz 0 1
C -1.21507 0.52532 1.29776
C 0.14039 1.16514 1.01816
C 0.58310 2.10997 2.13381
N 1.17663 0.16780 0.70806
C 2.19240 0.49604 -0.28630
C 3.15483 -0.67665 -0.12050
O 2.89732 -1.15929 1.20546
C 1.73185 -0.66905 1.66729
O 1.30858 -0.93684 2.76913
H -1.98194 1.31004 1.33983
H -1.49523 -0.17611 0.50039
H -1.21233 -0.00968 2.25499
H 0.04357 1.74964 0.09116
H 1.62505 2.43037 1.99550
H -0.04926 3.00790 2.13360
H 0.49307 1.62352 3.11486
H 1.76210 0.54682 -1.29451
H 2.67297 1.46038 -0.05840
H 2.93735 -1.48730 -0.82867
H 4.20876 -0.39110 -0.19093
O 1.47440 -3.63853 0.22451
H 0.92217 -2.84938 0.02755
H 0.97234 -4.14008 0.87278
*
```

- F_max (eV/Å) = 1.04
- E (eV) = -14065.9666
- energy relative to the best compared isomer or geometry (same formula, charge and spin) (kcal per mole) = 15.3
- SMILES = CC(C)N1CCOC1=O.O
- highest occupied orbital energy (eV) = -9.59
- orbital gap (Eh) = 0.3785

Here are the natural (NBO) charges for atoms 1 to 6, given in e: -0.614 -0.030 -0.629 -0.477 -0.233 -0.080

Density functional theory data (ωB97M-V with the def2-TZVPD basis set) for a 2-piece molecular cluster, C6H13NOS2 overall at a distorted geometry.

```
! RIJCOSX wB97M-V def2-TZVPD def2/J DEFGRID3
* xyz 0 1
C 0.94285 0.16086 1.67010
C 0.29279 1.91718 -0.70118
C -1.84087 1.58326 0.24322
C -1.65343 2.69985 -1.98186
C 1.31230 -2.73860 1.45654
C 1.50650 -1.34437 -1.08364
N -0.96848 1.98959 -0.86972
O -0.65290 -1.49883 0.39885
S 1.61702 2.26244 -1.47749
S 0.71088 -1.20451 0.68816
H 1.97330 0.00376 2.05649
H -0.91244 1.30573 1.03053
H -2.46338 2.38435 0.75875
H -2.41313 0.75288 -0.03529
H -2.35314 1.95968 -2.40427
H -2.18078 3.53898 -1.52876
H -0.86277 2.90854 -2.80136
H 1.09682 -3.59893 0.69709
H 2.33039 -2.56885 1.75709
H 0.79321 -2.88225 2.33317
H 1.87034 -2.42023 -1.13779
H 0.87174 -1.01115 -1.89876
H 2.50959 -0.79069 -1.10957
*
```

- F_max (eV/Å) = 5.00
- E (eV) = -31632.8029
- energy relative to the best compared isomer or geometry (same formula, charge and spin) (kcal per mole) = 214.5
- highest occupied orbital energy (spin up / spin down) (eV) = -8.37 / -6.97
- orbital gap (spin up / spin down) (Eh) = 0.3133 / 0.2317

Here are the natural (NBO) charges for atoms 1 to 6, given in e: -0.680 0.061 -0.452 -0.427 -0.820 -0.802

Density functional theory data (ωB97M-V with the def2-TZVPD basis set) for one molecule with the formula C6H13NOSi at a distorted geometry.

```
! RIJCOSX wB97M-V def2-TZVPD def2/J DEFGRID3
* xyz 0 1
C 2.94352 -1.51725 0.09791
C 1.67078 -1.33225 0.43922
C -2.03928 1.03863 0.46007
C -2.81355 -0.29519 0.30196
C -0.61509 0.81920 0.89937
C 1.86347 1.40905 -1.03036
N -1.33858 -1.18560 -1.27874
O -1.95652 -1.38573 -0.01756
Si 0.67585 0.07233 -0.22749
H 3.60876 -2.18110 0.43310
H 3.60552 -0.92941 -0.62313
H 1.32092 -2.08256 1.12937
H -2.12350 1.57485 -0.46449
H -2.49553 1.74367 1.27611
H -3.15449 -0.58354 1.24392
H -3.59130 -0.18061 -0.55856
H -0.13998 1.76346 1.11576
H -0.71504 0.31814 1.88808
H 1.87412 1.57625 -2.11037
H 1.62304 2.41589 -0.60829
H 2.79595 1.04519 -0.69541
H -0.99909 -2.10343 -1.67047
*
```

- F_max (eV/Å) = 4.28
- E (eV) = -17843.1747
- energy relative to the best compared isomer or geometry (same formula, charge and spin) (kcal per mole) = 159.6
- highest occupied orbital energy (spin up / spin down) (eV) = -7.17 / -7.17
- orbital gap (spin up / spin down) (Eh) = 0.2712 / 0.2711

Here are the natural (NBO) charges for atoms 1 to 6, given in e: -0.312 -0.714 -0.413 -0.062 -0.919 -1.103

Density functional theory data (ωB97M-V with the def2-TZVPD basis set) for an isolated ion of composition C6H13NP and charge +1 at a distorted geometry.

```
! RIJCOSX wB97M-V def2-TZVPD def2/J DEFGRID3
* xyz 1 3
C -0.04094 0.06549 -0.28112
C 2.69647 -0.08416 0.03739
C 1.49793 -0.16733 -0.56874
C -0.89367 -0.11515 -1.57201
C 3.94314 -0.74283 -0.38232
C -3.22274 0.30284 1.81474
N -2.34681 0.78085 0.75619
P -0.59060 0.31238 1.29830
H 2.80581 0.59745 0.94750
H 1.53950 -0.89385 -1.40524
H -0.38940 -0.84262 -2.23140
H -0.73064 0.88819 -2.02613
H -1.93674 -0.39151 -1.41893
H 3.78002 -1.21102 -1.27773
H 4.32205 -1.45516 0.30273
H 4.68973 -0.02930 -0.49490
H -4.15727 0.46983 1.38469
H -3.13480 -0.83668 2.00773
H -3.10516 0.99182 2.64850
H -2.29469 1.92873 0.68835
H -2.43118 0.43204 -0.22760
*
```

- F_max (eV/Å) = 6.72
- E (eV) = -17199.8078
- highest occupied orbital energy (spin up / spin down) (eV) = -10.46 / -13.66
- orbital gap (spin up / spin down) (Eh) = 0.2562 / 0.2575

Here are the natural (NBO) charges for atoms 1 to 6, given in e: -0.479 -0.046 -0.217 -0.649 -0.654 -0.437

Density functional theory data (ωB97M-V with the def2-TZVPD basis set) for one molecule with the formula C6H13NP2 at a distorted geometry.

```
! RIJCOSX wB97M-V def2-TZVPD def2/J DEFGRID3
* xyz 0 1
C 1.72390 0.06760 0.48572
C 2.86972 0.15015 -0.14690
C -0.89184 0.21054 1.71442
C -1.11802 1.22089 -0.65862
C -1.67303 -1.19709 -0.32316
C -0.68794 -0.03690 0.13574
N 0.66291 -0.53831 -0.13889
P 1.16500 -1.78485 -1.15393
P 4.42108 -0.04994 0.76550
H 1.52433 0.45741 1.45603
H -0.81955 1.33146 1.89122
H -1.92009 0.05614 2.00856
H -0.13496 -0.27321 2.29668
H -0.29092 1.99340 -0.70662
H -1.94331 1.69773 -0.16731
H -1.30211 0.84869 -1.66439
H -1.48970 -1.96290 0.37247
H -2.67530 -0.75081 -0.18790
H -1.46630 -1.37374 -1.33160
H 0.05654 -1.54229 -2.24730
H 5.23008 0.98763 0.35637
H 3.98463 0.56159 1.95232
*
```

- F_max (eV/Å) = 4.05
- E (eV) = -26495.3605
- energy relative to the best compared isomer or geometry (same formula, charge and spin) (kcal per mole) = 83.8
- highest occupied orbital energy (spin up / spin down) (eV) = -7.45 / -8.22
- orbital gap (spin up / spin down) (Eh) = 0.2473 / 0.2781

Here are the natural (NBO) charges for atoms 1 to 6, given in e: -0.152 -0.325 -0.635 -0.631 -0.617 0.171

The lowest F_max belongs to which entry?
number 2